Computed, not measured: a gas-phase ion, C9H11BrFN6O4S2 (charge +1) at a distorted geometry, with ωB97M-V/def2-TZVPD.

```
! wB97M-V def2-TZVPD RIJCOSX def2/J DEFGRID3
* xyz 1 1
O 5.29697 -1.49239 -1.19581
C 4.57451 -1.89086 -0.24649
F 4.05791 -3.22608 -0.23193
N 4.20114 -1.05329 0.92725
C 3.89426 0.28014 0.36337
O 4.72925 1.23012 0.44921
C 2.51997 0.63553 -0.44808
N 1.56357 -0.51742 -0.53171
C 0.26188 0.10811 -0.93130
N -0.23187 -0.27012 -2.11232
Br -1.80739 0.48081 -2.76521
N -0.27409 1.09999 -0.02132
C -1.54424 0.74698 0.64978
C -2.63152 1.91146 0.25970
S -4.39589 1.38533 0.47482
C -4.58294 -0.43126 0.29229
N -4.89885 -1.42105 1.33362
N -4.91992 -2.64136 0.72829
C -4.62738 -2.59732 -0.68784
O -4.43015 -1.20427 -0.88945
C 0.78482 1.70566 0.81570
S 1.20329 0.85638 2.40580
O 1.96501 1.87068 0.00214
H 5.10538 -0.91246 1.43807
H 2.88524 0.82497 -1.53535
H 1.89872 -1.14513 -1.27975
H 0.28261 -0.98393 -2.66509
H -1.87576 -0.29374 0.26307
H -1.55265 0.69853 1.78665
H -2.39463 2.40346 -0.75573
H -2.44646 2.74777 1.04525
H -4.56460 -3.45476 -1.43359
H 0.43503 2.77795 1.08854
H 1.51879 1.77156 3.40740
*
```

Calculated values
- F_max: 7.677 eV/A
- Orbital gap: 7.2001 eV
- Energy: -4448.783851 Ha
- SMILES: O=C(F)NC(=O)[C@H]1NC(NBr)=[N+](CCSc2nnco2)[C@@H](S)O1
- E_HOMO: -0.445 Ha

***

Computed, not measured: C9H11BrN2 in the gas phase at a distorted geometry, with ωB97M-V/def2-TZVPD.

```
! wB97M-V def2-TZVPD RIJCOSX def2/J DEFGRID3
* xyz 0 1
C 0.14534 0.26790 2.43401
C -0.58748 -0.52007 1.59990
C 0.78186 1.27496 1.70401
C -2.72712 -1.72366 -1.85691
C -2.13373 -0.94841 -0.98857
C -0.68910 -0.63135 -0.84850
C 0.28953 -0.76974 -1.96907
C 1.40142 2.51566 2.22934
C 1.78499 -0.58503 -1.65886
N 0.49509 1.06698 0.38917
N -0.34211 -0.01599 0.35402
Br -0.01623 -1.23923 -3.74086
H 0.02187 0.31964 3.46248
H -0.95215 -1.58655 1.77775
H -3.81553 -1.83037 -1.89973
H -2.22511 -2.24805 -2.69434
H -2.75909 -0.26929 -0.38268
H 1.80352 3.11133 1.42653
H 0.51366 3.19650 2.66739
H 2.33244 2.29128 2.82380
H 2.08347 -0.53891 -0.56442
H 2.29572 0.31363 -2.14197
H 2.29874 -1.45124 -2.12249
*
```

Calculated values
- F_max: 6.177 eV/A
- Orbital gap: 8.2839 eV
- Energy: -3032.953215 Ha
- SMILES: C=C/C(=C(/C)Br)n1ccc(C)n1
- E_HOMO: -0.297 Ha
- Energy above the lowest of the compared OMol25 structures with the same formula, charge and spin: 0.0 kcal/mol

***

Which value of F_max does entry 1 give? 7.677 eV/A

***

E_HOMO of number 2 (C9H11BrN2)? -0.297 Ha